Record 1
The following is a DFT calculation (wB97M-V/def2-TZVPD) of a structure of composition C31H27Cl5N3S5Sr.

Properties
**HOMO (spin up / spin down)**: -4.505 / -3.531 eV
**Lowest unoccupied orbital energy (spin up / spin down)**: 2.22 / 1.42 eV
**Total charge**: -1
**Relative energy (zero: lowest compared OMol25 entry of this formula, charge and spin)**: 0.0 kJ/mol
**Frontier orbital gap (spin up / spin down)**: 0.2472 / 0.1821 Ha

Cartesian coordinates (Å):
Sr1 -2.089 0.284 -1.256
Cl1 -5.729 0.533 0.517
C1 -5.582 -0.883 -0.534
C2 -4.439 -1.016 -1.293
C3 -4.394 -2.156 -2.057
Cl2 -2.918 -2.402 -3.038
C4 -5.385 -3.123 -2.119
Cl3 -5.234 -4.529 -3.117
C5 -6.526 -2.932 -1.345
Cl4 -7.807 -4.091 -1.386
C6 -6.631 -1.799 -0.538
Cl5 -8.051 -1.569 0.427
C7 1.048 1.303 -5.466
C8 0.415 0.810 -4.183
S1 -1.129 1.377 -3.850
C9 1.152 -0.086 -3.359
C10 2.521 -0.555 -3.804
S2 0.624 -0.709 -1.893
H1 0.369 1.988 -5.969
H2 1.268 0.475 -6.144
H3 1.990 1.824 -5.277
H4 2.856 -0.139 -4.747
H5 2.517 -1.644 -3.887
H6 3.260 -0.315 -3.036
S3 -1.581 -1.045 1.360
C11 -0.001 -0.392 1.575
N1 1.057 -1.241 1.776
C12 2.403 -0.728 1.871
C13 2.365 0.583 2.619
N2 1.475 1.482 1.932
C14 1.996 2.783 1.586
C15 3.062 2.687 0.520
C16 4.365 3.103 0.748
C17 5.330 2.994 -0.248
C18 4.989 2.465 -1.480
C19 3.684 2.043 -1.715
C20 2.725 2.147 -0.724
C21 0.260 1.019 1.500
S4 -0.873 2.131 0.838
C22 0.907 -2.662 1.975
C23 1.065 -3.041 3.424
C24 0.181 -2.531 4.373
C25 0.326 -2.860 5.709
C26 1.355 -3.700 6.119
C27 2.239 -4.210 5.181
C28 2.090 -3.878 3.841
H7 2.833 -0.580 0.872
H8 3.015 -1.458 2.408
H9 3.359 1.036 2.655
H10 2.024 0.412 3.648
H11 2.394 3.273 2.480
H12 1.157 3.381 1.224
H13 4.627 3.519 1.715
H14 6.343 3.321 -0.056
H15 5.736 2.376 -2.258
H16 3.413 1.633 -2.678
H17 1.711 1.809 -0.903
H18 1.660 -3.187 1.376
H19 -0.079 -2.945 1.605
H20 -0.623 -1.884 4.044
H21 -0.369 -2.465 6.437
H22 1.466 -3.952 7.165
H23 3.044 -4.864 5.490
H24 2.780 -4.275 3.104
S5 -4.640 4.869 -1.203
C29 -5.445 3.765 -2.228
C30 -4.772 2.589 -2.246
N3 -3.644 2.550 -1.471
C31 -3.462 3.687 -0.871
H25 -6.352 4.013 -2.747
H26 -5.062 1.702 -2.787
H27 -2.637 3.874 -0.202

Record 2
The following is a DFT calculation (wB97M-V/def2-TZVPD) of a structure of composition C31H27ClEuF3IN3O3P.

Properties
**HOMO (spin up / spin down)**: -10.918 / -10.925 eV
**Lowest unoccupied orbital energy (spin up / spin down)**: -2.79 / -2.79 eV
**Total charge**: +1
**Spin multiplicity**: 7
**Relative energy (zero: lowest compared OMol25 entry of this formula, charge and spin)**: 0.0 kJ/mol
**Frontier orbital gap (spin up / spin down)**: 0.2986 / 0.2988 Ha

Cartesian coordinates (Å):
Eu1 0.641 1.094 -0.355
O1 -0.652 2.793 0.836
C1 -0.690 1.835 1.633
O2 0.340 1.099 1.805
C2 -1.964 1.321 2.198
C3 -2.896 2.119 2.844
C4 -4.066 1.546 3.311
C5 -4.315 0.197 3.090
C6 -3.396 -0.590 2.406
C7 -2.196 -0.042 1.967
P1 -0.918 -0.978 1.006
C8 -1.926 -2.275 0.198
C9 -2.325 -3.484 0.769
C10 -3.123 -4.369 0.055
C11 -3.530 -4.060 -1.236
C12 -3.138 -2.862 -1.820
C13 -2.332 -1.977 -1.110
C14 -0.062 -1.941 2.317
C15 0.175 -1.430 3.592
C16 0.885 -2.173 4.529
C17 1.360 -3.442 4.217
C18 1.105 -3.978 2.962
C19 0.401 -3.231 2.021
H1 -2.695 3.174 2.986
H2 -4.795 2.150 3.840
H3 -5.240 -0.244 3.444
H4 -3.622 -1.632 2.212
H5 -2.024 -3.733 1.783
H6 -3.430 -5.304 0.511
H7 -4.154 -4.756 -1.787
H8 -3.449 -2.619 -2.830
H9 -2.012 -1.047 -1.572
H10 -0.196 -0.450 3.859
H11 1.064 -1.755 5.514
H12 1.900 -4.023 4.958
H13 1.438 -4.985 2.722
H14 0.159 -3.678 1.058
Cl1 1.754 7.421 -4.344
C20 1.952 5.895 -3.566
C21 3.191 5.339 -3.510
C22 3.371 4.078 -2.904
I1 5.264 3.213 -2.868
C23 2.301 3.443 -2.365
O3 2.409 2.150 -1.751
C24 1.014 4.002 -2.373
N1 0.010 3.307 -1.773
C25 -1.195 3.818 -1.820
C26 -1.493 5.047 -2.438
C27 -0.490 5.765 -3.012
C28 0.824 5.249 -2.997
H15 4.037 5.853 -3.947
H16 -1.976 3.251 -1.328
H17 -2.513 5.414 -2.434
H18 -0.685 6.722 -3.479
N2 3.472 -1.995 0.599
C29 3.393 -2.880 -0.616
C30 2.502 -2.281 -1.698
N3 1.194 -1.849 -1.179
H19 4.363 -2.074 1.069
H20 2.752 -2.232 1.268
H21 3.277 -0.958 0.388
H22 3.039 -3.862 -0.305
H23 4.400 -2.997 -1.005
H24 2.422 -3.005 -2.506
H25 2.997 -1.398 -2.090
H26 0.602 -2.651 -0.998
H27 0.716 -1.318 -1.906
F1 2.104 1.311 -3.690
C31 2.275 1.022 -2.450
F2 2.557 0.393 0.213
F3 -0.164 0.535 -2.120

Among the records above, which one has the lowest total charge? C31H27Cl5N3S5Sr

relative energy (zero: lowest compared OMol25 entry of this formula, charge and spin) of number 1 (C31H27Cl5N3S5Sr)? 0.0 kJ/mol

What is the formula in the first record? C31H27Cl5N3S5Sr

Which value of total charge does entry 1 give? -1